No. 1
A 2-piece molecular cluster, H3N3O2S overall in a non-equilibrium geometry, computed with ωB97M-V with the def2-TZVPD basis set.

The calculation puts the energy at -714.55874 Ha. The structure (SMILES) is NN=S.O=NO. As for the HOMO energy (spin up / spin down): -8.5 / -8.5 eV. The value obtained for the largest force on an atom is 0.0739 hartree/bohr. Its energy above the lowest of the compared OMol25 structures with the same formula, charge and spin is 46.2 kcal per mole.

```
! RIJCOSX wB97M-V def2-TZVPD def2/J DEFGRID3
* xyz 0 1
N -0.91 -0.81 0.01
N -1.29 0.42 -0.08
N 2.34 0.29 -0.10
O 1.83 -0.79 0.01
O 1.57 1.32 -0.03
S -2.75 0.91 -0.03
H 0.20 -1.12 -0.06
H -1.59 -1.56 -0.05
H 0.60 1.33 0.32
*
```

Atomic charges from the Löwdin analysis, expressed in e, are listed below: -0.06 -0.74 -0.11 -0.03 0.02 0.58 0.13 0.09 0.14


No. 2
C4H4KO2 as an isolated structure in a non-equilibrium geometry, computed with ωB97M-V with the def2-TZVPD basis set.

The calculation puts the energy at -904.98074 Ha. As for the HOMO energy: -12.8 eV. The value obtained for the largest force on an atom is 0.0394 hartree/bohr. Its energy above the lowest of the compared OMol25 structures with the same formula, charge and spin is 2.5 kcal per mole.

```
! RIJCOSX wB97M-V def2-TZVPD def2/J DEFGRID3
* xyz 1 1
O 2.41 -1.74 0.52
C 2.38 -0.65 0.00
C 1.12 0.13 -0.12
H 3.32 -0.10 -0.23
H 1.21 1.20 -0.32
C -0.11 -0.42 0.12
C -1.31 0.25 -0.34
O -2.41 0.12 0.18
K -5.29 1.49 0.55
H -0.22 -1.31 0.75
H -1.11 1.03 -1.12
*
```

Atomic charges from the Löwdin analysis, expressed in e, are listed below: 0.08 -0.24 -0.01 0.13 0.12 -0.03 -0.26 -0.02 0.97 0.14 0.13


No. 3
An isolated ion of composition C21H26N5O and charge +1, computed with ωB97M-V with the def2-TZVPD basis set.

The calculation puts the energy at -1164.67991 Ha. The structure (SMILES) is OCCNc1nc(=[N+]2CCN(Cc3ccccc3)CC2)[nH]c2ccccc12. As for the HOMO energy: -11.3 eV. The value obtained for the largest force on an atom is 0.0148 hartree/bohr. Its energy above the lowest of the compared OMol25 structures with the same formula, charge and spin is 1.6 kcal per mole.

```
! RIJCOSX wB97M-V def2-TZVPD def2/J DEFGRID3
* xyz 1 1
O -5.69 -3.34 0.59
H -6.05 -3.79 -0.19
C -4.32 -3.63 0.73
H -4.08 -3.40 1.77
C -3.48 -2.75 -0.21
N -3.91 -1.39 0.00
C -3.16 -0.32 -0.18
N -1.92 -0.50 -0.63
C -1.11 0.53 -0.81
N -1.51 1.80 -0.53
C -2.78 2.08 -0.09
C -3.18 3.39 0.17
C -4.46 3.64 0.61
C -5.36 2.59 0.79
C -4.98 1.29 0.55
C -3.68 1.01 0.10
H -5.69 0.49 0.70
H -6.36 2.80 1.13
H -4.77 4.65 0.80
H -2.48 4.20 0.02
N 0.10 0.30 -1.33
C 1.13 1.29 -1.51
H 0.73 2.29 -1.70
C 2.07 1.27 -0.29
N 2.01 -0.04 0.32
H -0.87 2.58 -0.63
C 2.00 -1.08 -0.69
H 2.81 -0.96 -1.42
H 2.13 -2.05 -0.20
C 0.62 -1.05 -1.39
H -0.09 -1.70 -0.89
H 0.71 -1.36 -2.43
C 2.99 -0.23 1.39
C 4.43 -0.15 0.94
C 5.08 -1.28 0.43
C 6.38 -1.19 -0.03
C 7.05 0.02 0.00
C 6.42 1.14 0.51
C 5.12 1.06 0.97
H 4.64 1.93 1.39
H 6.94 2.08 0.55
H 8.07 0.08 -0.36
H 6.87 -2.08 -0.41
H 4.56 -2.23 0.42
H 2.79 -1.20 1.84
H 2.79 0.55 2.13
H 3.09 1.55 -0.62
H 1.75 2.00 0.46
H 1.69 1.00 -2.41
H -4.86 -1.31 0.32
H -2.42 -2.84 0.01
H -3.65 -3.04 -1.25
H -4.11 -4.69 0.55
*
```

Atomic charges from the Löwdin analysis, expressed in e, are listed below: -0.06 0.10 -0.23 0.13 -0.14 0.09 -0.22 0.20 -0.28 0.19 -0.16 0.00 -0.04 -0.05 0.00 -0.06 0.12 0.12 0.12 0.12 -0.04 -0.10 0.12 -0.15 -0.16 0.15 -0.16 0.13 0.12 -0.09 0.11 0.13 -0.14 -0.23 -0.05 -0.07 -0.08 -0.07 -0.06 0.11 0.11 0.11 0.11 0.11 0.13 0.13 0.12 0.13 0.14 0.13 0.12 0.13 0.13


No. 4
A 2-piece molecular cluster, C2H3O3 overall in a non-equilibrium geometry, computed with ωB97M-V with the def2-TZVPD basis set.

The calculation puts the energy at -303.59662 Ha. The expectation value of S² is 2.007. As for the HOMO energy (spin up / spin down): -0.9 / -5.0 eV. The value obtained for the largest force on an atom is 0.0596 hartree/bohr.

```
! RIJCOSX wB97M-V def2-TZVPD def2/J DEFGRID3
* xyz -1 3
C 0.77 0.98 0.36
C 2.20 -1.09 -0.39
O -2.55 0.18 0.32
O 0.05 0.64 -0.55
O 1.96 -0.30 0.54
H 1.51 -0.87 -1.30
H -2.20 0.09 1.22
H -1.75 0.38 -0.20
*
```

Atomic charges from the Löwdin analysis, expressed in e, are listed below: -0.13 -0.25 -0.11 -0.16 -0.36 0.00 0.02 -0.01


No. 5
A 13-piece molecular cluster, C5H34NO14 overall in a non-equilibrium geometry, computed with ωB97M-V with the def2-TZVPD basis set.

The calculation puts the energy at -1318.96242 Ha. As for the HOMO energy: -6.4 eV. The value obtained for the largest force on an atom is 0.1184 hartree/bohr. Its energy above the lowest of the compared OMol25 structures with the same formula, charge and spin is 151.1 kcal per mole.

```
! RIJCOSX wB97M-V def2-TZVPD def2/J DEFGRID3
* xyz -1 1
C 0.51 2.59 0.40
N 0.52 1.54 -0.52
C 1.42 0.40 -0.13
C 0.73 -0.68 0.54
C -0.50 1.23 -1.48
C -1.94 0.73 -1.09
O -1.99 -0.61 -1.22
O 1.41 2.65 1.18
H -0.32 3.22 0.52
H 2.30 0.85 0.48
H 2.03 0.14 -1.06
H 1.32 -1.53 0.65
H -0.19 -0.97 -0.02
H 0.48 -0.45 1.52
H -0.66 2.12 -2.16
H -0.08 0.57 -2.27
H -2.74 1.16 -1.77
H -2.22 1.28 -0.10
H -3.45 -2.87 0.01
H -2.48 -1.40 -0.11
O -2.78 -2.34 0.55
H -3.41 1.50 1.71
H -2.31 0.46 1.77
O -2.76 1.14 2.21
H -1.20 -1.59 -2.23
H -1.23 -2.80 -3.25
O -0.65 -2.26 -2.86
H 0.30 2.12 4.00
H 0.92 3.05 2.81
O 0.37 3.08 3.69
H 3.99 -0.29 0.90
H 3.97 1.23 1.14
O 4.43 0.56 0.67
H 2.91 1.84 -3.44
H 2.09 1.86 -2.07
O 2.02 1.86 -3.02
H -1.10 -3.85 -1.38
H 0.16 -4.69 -1.62
O -0.85 -4.67 -1.62
H -3.01 -1.22 2.98
H -3.11 -2.49 2.15
O -3.42 -2.17 2.99
H 0.76 -1.15 4.51
H -0.22 -0.33 3.84
O 0.81 -0.45 3.91
H 1.93 -0.52 -3.46
H 1.48 -2.02 -3.37
O 2.03 -1.47 -3.84
H 2.83 1.92 2.50
H 2.67 0.62 3.08
O 3.35 1.30 3.00
H -2.63 -0.87 -2.96
H -1.71 -1.05 -3.80
O -2.33 -0.40 -3.79
*
```

Atomic charges from the Löwdin analysis, expressed in e, are listed below: -0.23 -0.08 -0.21 -0.05 -0.16 -0.32 -0.35 -0.03 0.14 0.09 0.13 0.08 0.09 0.03 0.14 0.12 0.11 0.10 0.06 0.10 -0.24 -0.01 -0.02 0.01 0.07 -0.03 -0.08 0.04 0.02 -0.15 0.05 -0.04 -0.07 0.08 -0.01 -0.05 -0.07 0.09 -0.05 0.04 -0.07 -0.14 0.00 0.11 -0.05 0.05 -0.07 -0.07 0.00 0.02 -0.04 0.05 -0.07 -0.06


No. 6
An isolated ion of composition C6H11N2O and charge +1 in a non-equilibrium geometry, computed with ωB97M-V with the def2-TZVPD basis set.

The calculation puts the energy at -419.53336 Ha. As for the HOMO energy: -13.6 eV. The value obtained for the largest force on an atom is 0.1057 hartree/bohr. Its energy above the lowest of the compared OMol25 structures with the same formula, charge and spin is 140.3 kcal per mole.

```
! RIJCOSX wB97M-V def2-TZVPD def2/J DEFGRID3
* xyz 1 1
C 1.79 -0.96 0.17
C 1.49 0.49 0.29
C -0.93 0.06 -0.10
C 2.47 1.41 -0.39
C -1.96 0.16 -1.18
C -1.42 -0.24 1.33
N 0.90 -1.79 0.12
N -0.13 -2.20 -0.32
O 0.21 0.47 -0.45
H 1.37 0.80 1.40
H 1.74 2.10 -0.95
H 3.12 0.93 -1.09
H 3.08 1.96 0.30
H -1.54 -0.36 -2.16
H -1.98 1.16 -1.45
H -2.94 -0.16 -0.77
H -2.42 0.08 1.46
H -0.83 0.24 2.04
H -1.38 -1.32 1.58
H -0.64 -2.84 0.17
*
```

Atomic charges from the Löwdin analysis, expressed in e, are listed below: 0.10 -0.26 -0.29 -0.01 0.04 0.05 -0.04 0.16 0.05 0.19 0.14 0.09 0.09 0.17 0.08 0.11 0.09 0.07 0.11 0.08


No. 7
A 2-piece molecular cluster, C10H13O3 overall in a non-equilibrium geometry, computed with ωB97M-V with the def2-TZVPD basis set.

The calculation puts the energy at -614.61581 Ha. As for the HOMO energy: -4.3 eV. The value obtained for the largest force on an atom is 0.0549 hartree/bohr. Its energy above the lowest of the compared OMol25 structures with the same formula, charge and spin is 28.5 kcal per mole.

```
! RIJCOSX wB97M-V def2-TZVPD def2/J DEFGRID3
* xyz -1 1
C 1.71 2.55 -2.00
C 2.13 1.22 -2.57
C 1.63 2.58 -0.44
O 1.53 1.44 0.16
O 1.77 3.63 0.20
H 2.25 3.48 -2.21
H 0.75 2.83 -2.44
H 3.20 1.12 -2.45
H 1.89 1.03 -3.61
H 1.71 0.43 -1.95
C -3.62 -1.55 0.85
C -1.52 -1.30 2.33
C -2.14 -1.27 1.10
C -0.13 -1.29 2.40
C -1.32 -1.29 -0.04
C 0.69 -1.24 1.27
C 0.05 -1.43 0.04
O 2.01 -0.95 1.42
H -2.07 -1.34 3.27
H 0.22 -0.90 3.36
H -3.65 -2.62 0.56
H -4.07 -1.03 0.01
H -1.76 -1.10 -1.02
H 0.61 -1.48 -0.90
H 2.24 -0.16 0.85
H -4.12 -1.37 1.80
*
```

Atomic charges from the Löwdin analysis, expressed in e, are listed below: -0.19 -0.12 -0.67 -0.12 -0.06 0.09 0.09 0.07 0.05 0.05 -0.07 -0.07 -0.30 -0.03 -0.07 -0.34 -0.02 0.00 0.10 0.11 0.08 0.06 0.11 0.11 0.09 0.06


No. 8
One molecule with the formula C3H5N3 in a non-equilibrium geometry, computed with ωB97M-V with the def2-TZVPD basis set.

The calculation puts the energy at -281.42135 Ha. As for the HOMO energy (spin up / spin down): -6.7 / -6.7 eV. The value obtained for the largest force on an atom is 0.0461 hartree/bohr. Its energy above the lowest of the compared OMol25 structures with the same formula, charge and spin is 105.9 kcal per mole.

```
! RIJCOSX wB97M-V def2-TZVPD def2/J DEFGRID3
* xyz 0 1
C 0.94 0.51 1.31
N 0.09 0.22 0.32
C -1.19 -0.39 0.38
N -1.58 -0.84 -0.76
N -0.59 -0.48 -1.70
C 0.29 0.35 -0.99
H 1.92 0.83 0.99
H 0.22 -1.17 -1.70
H 0.60 0.50 2.33
H -1.73 -0.47 1.31
H 1.02 0.95 -1.49
*
```

Atomic charges from the Löwdin analysis, expressed in e, are listed below: -0.05 -0.18 -0.10 0.05 -0.04 -0.17 0.05 0.16 0.04 0.13 0.12


What is the formula in the eighth record? C3H5N3